(1)
{"formula": "C23H33F6N5O28", "method": "wB97M-V/def2-TZVPD", "symbols": ["C", "N", "O", "O", "H", "H", "H", "C", "N", "O", "O", "H", "H", "H", "C", "N", "O", "O", "H", "H", "H", "C", "N", "O", "O", "H", "H", "H", "C", "N", "O", "O", "H", "H", "H", "C", "C", "O", "C", "O", "O", "F", "H", "H", "H", "C", "C", "O", "C", "O", "O", "F", "H", "H", "H", "C", "C", "O", "C", "O", "O", "F", "H", "H", "H", "C", "C", "O", "C", "O", "O", "F", "H", "H", "H", "C", "C", "O", "C", "O", "O", "F", "H", "H", "H", "C", "C", "O", "C", "O", "O", "F", "H", "H", "H"], "coordinates": [[3.006, -3.636, -1.761], [4.389, -3.404, -2.142], [5.185, -3.342, -1.225], [4.593, -3.195, -3.357], [2.707, -2.773, -1.166], [2.924, -4.610, -1.278], [2.314, -3.603, -2.603], [-4.290, -1.470, 0.980], [-5.270, -0.802, 1.901], [-5.746, -1.452, 2.844], [-5.507, 0.384, 1.660], [-3.538, -0.698, 0.815], [-4.724, -1.856, 0.057], [-3.846, -2.186, 1.671], [-1.971, 0.043, 4.379], [-2.164, -1.259, 4.955], [-2.463, -2.128, 4.159], [-2.260, -1.340, 6.165], [-1.622, 0.653, 5.212], [-2.953, 0.485, 4.205], [-1.372, 0.152, 3.475], [-3.584, 0.472, -3.413], [-4.569, 0.668, -2.266], [-4.234, 1.251, -1.215], [-5.678, 0.161, -2.383], [-3.101, -0.500, -3.305], [-2.861, 1.285, -3.349], [-4.110, 0.419, -4.366], [-0.187, -0.207, 0.601], [-0.040, -0.496, -0.831], [-0.966, -0.409, -1.637], [1.029, -0.889, -1.174], [-0.922, -0.963, 0.879], [-0.409, 0.859, 0.652], [0.715, -0.334, 1.200], [-1.084, -5.338, -2.210], [-1.580, -6.289, -1.165], [-2.366, -5.369, -0.353], [-1.819, -4.201, -0.333], [-2.071, -3.263, 0.459], [-1.175, -4.013, -1.565], [-0.456, -6.681, -0.585], [-1.490, -5.279, -3.220], [-0.033, -5.545, -2.411], [-2.137, -7.175, -1.471], [-1.928, 4.563, -0.095], [-3.185, 4.671, -0.900], [-2.823, 5.494, -1.958], [-1.629, 6.053, -1.759], [-1.059, 6.851, -2.489], [-1.033, 5.446, -0.755], [-4.181, 5.143, -0.148], [-1.587, 3.531, -0.010], [-2.072, 4.907, 0.929], [-3.583, 3.719, -1.250], [2.962, 4.808, 0.177], [3.384, 4.744, -1.259], [2.792, 3.480, -1.526], [1.616, 3.367, -0.948], [0.698, 2.678, -1.291], [1.688, 4.240, 0.096], [4.715, 4.817, -1.346], [2.764, 5.830, 0.499], [3.785, 4.551, 0.843], [2.920, 5.550, -1.828], [3.851, -1.755, 2.446], [4.389, -1.310, 3.745], [3.355, -1.679, 4.650], [2.215, -2.031, 3.997], [1.168, -2.345, 4.515], [2.423, -1.919, 2.666], [4.458, 0.053, 3.694], [4.243, -2.751, 2.240], [4.046, -1.025, 1.660], [5.311, -1.722, 4.156], [-0.103, -1.661, -4.538], [1.092, -0.759, -4.513], [1.438, -0.645, -5.911], [0.921, -1.706, -6.500], [1.061, -1.921, -7.721], [0.121, -2.378, -5.700], [2.258, -1.082, -3.920], [-0.992, -1.048, -4.689], [-0.181, -2.220, -3.606], [0.863, 0.240, -4.143], [2.847, 2.606, 3.314], [2.221, 1.815, 4.436], [0.938, 1.492, 3.966], [0.594, 2.509, 3.203], [-0.580, 2.753, 2.814], [1.652, 3.346, 3.048], [2.264, 2.587, 5.537], [3.103, 1.907, 2.518], [3.723, 3.188, 3.602], [2.785, 0.893, 4.571]], "energy_ha": -3875.01294, "spin_multiplicity": 2, "largest_force_ev_per_a": 6.6, "total_charge": 1, "homo_energy_ha": [-0.457, -0.457]}

***

(2)
{"formula": "C27H40AsIrN2SSi3", "method": "wB97M-V/def2-TZVPD", "symbols": ["Ir", "C", "C", "N", "C", "C", "C", "C", "C", "C", "C", "C", "C", "N", "C", "H", "H", "H", "H", "H", "H", "H", "H", "S", "C", "C", "C", "C", "C", "C", "H", "H", "H", "H", "H", "C", "Si", "C", "C", "As", "Si", "C", "C", "C", "Si", "C", "C", "C", "H", "H", "H", "H", "H", "H", "H", "H", "H", "H", "H", "H", "H", "H", "H", "H", "H", "H", "H", "H", "H", "H", "H", "H", "H", "H", "H"], "coordinates": [[0.919, 0.465, 0.670], [-1.369, 3.933, 1.462], [-0.527, 3.005, 0.841], [-0.126, 1.905, 1.471], [-0.530, 1.696, 2.764], [-1.372, 2.563, 3.443], [-1.808, 3.711, 2.746], [-1.714, 2.254, 4.808], [-1.184, 1.175, 5.434], [-0.276, 0.297, 4.742], [0.382, -0.816, 5.313], [1.238, -1.575, 4.545], [1.422, -1.258, 3.195], [0.812, -0.216, 2.640], [-0.001, 0.556, 3.410], [-1.653, 4.823, 0.917], [-0.155, 3.162, -0.161], [-2.471, 4.417, 3.231], [-2.392, 2.916, 5.332], [-1.428, 0.963, 6.467], [0.219, -1.059, 6.356], [1.769, -2.417, 4.965], [2.056, -1.863, 2.558], [2.231, 1.583, -0.740], [3.690, 0.728, -0.969], [4.149, -0.331, -0.154], [5.354, -0.929, -0.425], [6.124, -0.483, -1.508], [5.690, 0.567, -2.312], [4.487, 1.185, -2.045], [3.571, -0.632, 0.713], [5.725, -1.726, 0.204], [7.081, -0.948, -1.706], [6.299, 0.904, -3.139], [4.144, 2.015, -2.650], [1.568, -0.858, -3.505], [0.592, -1.910, -2.341], [-0.624, -3.026, -3.152], [1.606, -2.759, -1.020], [-0.678, -0.327, -0.967], [-1.743, 1.285, -2.540], [-3.072, 2.147, -1.593], [-2.371, 0.159, -3.856], [-0.347, 2.390, -3.058], [-2.393, -1.437, 0.407], [-3.325, -2.479, -0.795], [-1.450, -2.419, 1.671], [-3.366, -0.067, 1.190], [2.482, -1.380, -3.805], [1.857, 0.096, -3.067], [0.997, -0.657, -4.414], [-0.073, -3.731, -3.784], [-1.319, -2.491, -3.797], [-1.188, -3.611, -2.427], [2.546, -3.153, -1.414], [1.050, -3.596, -0.591], [1.857, -2.075, -0.201], [-3.978, 1.541, -1.540], [-3.333, 3.075, -2.112], [-2.775, 2.405, -0.578], [-2.871, -0.719, -3.447], [-1.574, -0.164, -4.527], [-3.112, 0.696, -4.458], [0.338, 2.601, -2.239], [-0.726, 3.346, -3.430], [0.231, 1.937, -3.866], [-2.848, -3.451, -0.926], [-3.444, -2.016, -1.774], [-4.328, -2.655, -0.393], [-0.540, -2.861, 1.258], [-2.072, -3.241, 2.041], [-1.191, -1.802, 2.531], [-4.229, 0.216, 0.585], [-2.762, 0.827, 1.360], [-3.746, -0.405, 2.159]], "energy_ha": -4768.31889, "spin_multiplicity": 2, "largest_force_ev_per_a": 1.7, "total_charge": 3, "homo_energy_ha": [-0.616, -0.621]}

***

(3)
{"formula": "C6H10N", "method": "wB97M-V/def2-TZVPD", "symbols": ["C", "C", "N", "C", "C", "C", "C", "H", "H", "H", "H", "H", "H", "H", "H", "H", "H"], "coordinates": [[-0.927, -2.668, 1.567], [-0.767, -1.556, 0.866], [-0.731, -0.486, 0.203], [-2.047, -0.043, -0.439], [0.236, 0.830, -0.064], [1.526, 0.662, -0.342], [2.396, 1.768, -0.832], [-1.328, -2.362, 2.530], [-0.583, -3.522, 1.015], [-1.880, 0.746, -1.119], [-2.776, 0.137, 0.492], [-2.415, -0.978, -0.957], [-0.463, 1.628, 0.109], [1.970, -0.218, -0.387], [1.695, 2.646, -0.725], [2.716, 1.458, -1.735], [3.378, 1.959, -0.182]], "de_lowest_kj_mol": 321.0, "energy_ha": -288.96069, "smiles": "C=C=[N+](C)/C=C/C", "largest_force_ev_per_a": 5.8, "total_charge": 1, "homo_energy_ha": -0.532}

***

(4)
{"formula": "C4H3ClN2O", "method": "wB97M-V/def2-TZVPD", "symbols": ["N", "C", "C", "Cl", "C", "N", "O", "C", "H", "H", "H"], "coordinates": [[-1.534, 0.595, 2.357], [-0.836, 0.369, 1.444], [-0.099, -0.031, 0.254], [0.739, -1.601, 0.475], [0.950, 0.985, -0.169], [0.928, 1.273, -1.394], [-0.156, 0.674, -1.987], [-0.967, -0.032, -1.070], [1.599, 1.524, 0.525], [-1.812, 0.464, -0.728], [-1.149, -0.994, -1.462]], "de_lowest_kj_mol": 277.8, "energy_ha": -799.07132, "smiles": "N#C[C@]1(Cl)C=NOC1", "largest_force_ev_per_a": 3.3, "homo_energy_ha": -0.389}